Below is a 11-piece molecular cluster, C39H83N5O20S3 overall, with properties calculated with ωB97M-V/def2-TZVPD.

Properties
expectation value of S² = 0.7794
E_HOMO (alpha / beta) = -0.3644 / -0.3644 Eh
Kohn-Sham gap (alpha / beta) = 6.86 / 1.39 eV

ORCA input file:
```
! wB97M-V def2-TZVPD RIJCOSX def2/J DEFGRID3
* xyz 1 2
C -1.05272 -1.95182 3.18804
H 2.37879 -5.52495 5.39855
N 6.93467 2.86100 -1.48655
H 1.98949 1.45370 0.63628
H 3.98611 2.58809 -4.29373
H -3.56865 -3.18936 -6.92544
H 1.10457 5.63157 1.75067
H -2.00909 1.05345 -2.87646
C -4.80441 1.44431 -1.78289
O 1.90534 3.80411 -0.12837
C -1.80256 1.09530 0.62430
C -0.86441 -0.54024 3.67078
H -3.33962 -4.15966 -5.44503
H -2.13537 -6.19399 -0.12684
H 4.56747 -3.61975 3.45215
H -0.52360 6.10570 1.63007
H 3.34164 -0.40324 -4.74745
C 1.76228 0.59505 0.00446
H -0.35806 1.93772 4.43152
C -3.89102 -3.33367 -5.89425
H 0.06252 1.99484 0.52356
C 0.22703 -3.35496 4.55680
S 5.68357 -2.21126 1.81460
H -4.07200 5.26077 -0.95084
H -0.78614 3.93909 3.04155
H 8.39059 4.46678 -1.59419
H -2.37944 5.14619 -1.52265
C 3.26902 -3.06131 1.67159
H -1.29137 -6.13925 -2.38848
C 6.65580 -2.51500 -4.59985
H 4.47477 3.28273 -0.21026
H -6.26305 -1.24058 4.96244
C 8.07669 3.51599 -2.02497
O 6.53803 -0.65104 -2.28667
C -6.24409 -0.46494 1.52765
H -3.64425 5.86200 -2.53924
C -3.11651 -5.10003 -2.20463
C -2.47432 -4.09186 0.16197
C 5.08375 2.38131 -0.14181
H -7.14805 -0.58458 2.12484
S -2.20532 2.29908 5.86878
H 8.89975 2.87671 -2.34433
C 0.37017 0.15309 0.08593
O -0.02471 -0.96998 -0.24770
H 4.88572 1.81741 0.76973
S -3.99308 -4.04236 -0.86195
H 4.89747 -0.95922 -0.09198
H -4.65217 -1.89352 5.00422
C 0.35488 5.91745 1.01288
O -4.41139 1.03193 1.83918
H 0.04267 3.19363 5.66158
H 1.87635 0.78543 -1.06271
C -2.93672 3.97507 5.64775
H -0.68538 -5.27716 0.03143
C -5.38360 -3.63459 -5.95560
C -0.70171 2.83133 4.95254
C 3.66012 -2.89673 0.20725
H 3.82652 -3.86645 -0.26185
H -0.17649 0.11661 3.13840
C -1.63472 -5.21458 -1.92458
H -3.99108 3.98378 5.92406
C 3.68623 0.43731 -4.14509
H -3.68925 -6.02741 -2.19894
H -1.01533 -4.39898 -2.29775
H -4.35465 0.96586 -0.91289
H 2.40321 -0.20101 0.38341
C -3.46452 3.60065 -2.15735
H -5.92289 -2.68906 -6.01250
H -1.81892 -0.02841 3.54812
O 7.03343 -2.84124 1.89482
H 6.88623 -2.60254 -5.66161
O 5.45078 -1.03838 2.61560
O -3.71448 -2.18777 -5.16059
C -5.06481 0.12800 2.34982
C -2.55788 4.34481 4.21644
H -2.80131 -4.16109 1.19946
H 5.65799 -2.52939 -0.53352
H -5.18532 3.42980 -1.29031
H 7.63489 -2.31047 -4.16666
O -0.35956 -3.05439 5.54968
C -5.41535 -1.50459 4.33013
H 2.77697 -2.58719 -0.35160
H -2.25696 1.63827 -0.20443
H -5.79583 -2.27986 3.66508
O 1.18298 -4.17746 4.41122
H -5.51356 -4.38067 -5.17165
H -4.50165 1.03871 -2.74825
H -1.80530 -0.71477 -2.53693
H -2.28636 0.12955 0.77049
O 6.98144 3.57449 0.62985
C -2.50235 -1.69988 -4.77730
C -3.42832 5.07965 -1.81164
O 5.67542 -1.45364 -4.26409
N -4.78144 -0.36435 3.60198
O -2.46251 3.21589 -2.73165
C -1.83632 0.06374 -3.29921
H 6.49579 2.31004 -2.21037
C 3.93343 1.74719 -4.98527
O -4.22279 -2.67443 -1.25869
H -5.95824 -1.34544 0.95224
C -1.69738 -5.22600 -0.37025
C 1.14769 4.41180 -0.80872
H 2.74451 -2.21601 2.11707
H -3.07688 3.61293 3.59750
H 7.74522 3.91470 -2.98375
O -4.98380 -4.77409 -0.10497
O 0.11434 -2.73588 3.35443
C 1.15491 4.14616 -2.31794
H -0.55572 5.34240 -0.87823
H 6.35791 -3.53103 -4.34093
H -3.29160 -4.75875 -3.22491
H -5.84581 1.23683 -1.53685
H 3.28900 1.76937 -5.86408
H -4.17757 0.31721 4.03892
C 2.04185 -4.49366 5.50351
N -4.54563 2.86373 -1.82925
H 0.63967 4.98608 -2.78394
C -1.08145 4.08244 4.08094
H -1.22707 -1.75210 2.13078
H 4.75697 1.56631 -0.78765
H -1.98274 -2.46144 3.43996
O -3.12911 1.51302 5.01757
N 0.28131 5.25129 -0.32039
H -2.92631 5.33073 3.93303
H 0.80115 3.16436 -2.63262
H 4.95530 -4.32859 1.76056
H 2.87914 -3.81994 5.32142
C 4.94121 -2.02813 0.11691
O -1.97305 2.03201 7.24307
H 2.73256 0.46482 -3.61796
O 4.69385 0.20036 -3.17048
O -1.40573 -2.23482 -4.95108
H -1.95623 1.68990 1.52482
C 4.49807 -3.54660 2.36682
H -0.88078 0.15372 -3.81587
H 2.52798 -3.83644 1.86688
H 0.79767 6.88653 0.78281
O -2.80424 -0.55090 -4.11352
C 6.40153 2.99297 -0.32046
H -0.73895 -0.56914 4.75315
H -6.43926 0.17984 0.67075
H 4.82988 1.53110 -5.56646
H 2.19718 4.10082 -2.63372
H 1.69628 -4.25748 6.50994
H -1.95691 -3.16114 -0.07073
N -0.38546 1.10549 0.35484
H -2.52829 4.51369 6.50284
H -5.51934 -4.15823 -6.90190
H -0.62455 4.94626 4.56380
C 5.74472 -0.63325 -3.23053
*
```